[1]
{
  "formula": "C4H3N3O",
  "method": "the ωB97M-V functional and the def2-TZVPD basis",
  "species": ["O", "C", "C", "N", "C", "N", "N", "C", "H", "H", "H"],
  "coordinates": [[-2.38208, 0.02219, 0.41472], [-1.15606, 0.06933, 0.09702], [-0.37863, 1.36254, -0.16153], [0.94212, 1.41928, -0.28983], [1.69528, 0.31849, 0.25255], [1.50963, -0.91178, 0.35758], [0.52437, -1.71215, -0.21637], [-0.69916, -1.23845, -0.32681], [-1.13005, 2.20331, -0.41680], [2.46373, 0.67648, 0.80245], [-1.38917, -2.20923, -0.51298]],
  "homo_ev": -10.18,
  "orbital_gap_ev": 8.63,
  "smiles": "O=c1cncnnc1",
  "relative_energy_kj_mol": 355.65
}

[2]
{
  "formula": "C17H19IN3OW",
  "method": "the ωB97M-V functional and the def2-TZVPD basis",
  "species": ["C", "C", "H", "H", "H", "H", "H", "H", "C", "C", "C", "C", "H", "H", "H", "H", "N", "C", "C", "N", "C", "C", "C", "H", "H", "C", "H", "H", "W", "I", "O", "N", "C", "C", "C", "C", "C", "H", "H", "H", "H", "H"],
  "coordinates": [[2.20048, 2.70990, 1.12826], [3.00589, 1.54488, 0.55865], [1.50189, 3.15441, 0.42468], [2.89721, 3.50557, 1.43709], [1.65570, 2.48872, 2.04587], [2.49555, 0.91886, -0.19986], [3.89515, 1.98205, 0.07678], [3.37689, 0.90252, 1.36052], [-2.57752, 1.18790, -0.41909], [-3.79968, 1.20298, -1.08002], [-4.02451, 0.30142, -2.12929], [-3.05301, -0.66221, -2.41478], [-2.31935, 1.87365, 0.38655], [-4.57372, 1.91481, -0.75967], [-4.95555, 0.36664, -2.70027], [-3.19145, -1.39974, -3.20824], [-1.58530, 0.32644, -0.77483], [-1.83364, -0.65786, -1.70916], [-0.75485, -1.61600, -1.82395], [0.31946, -1.27377, -1.04561], [1.36981, -2.11086, -0.92295], [0.24487, -3.77117, -2.25092], [1.32337, -3.39056, -1.44297], [2.18644, -1.73355, -0.31642], [2.13763, -4.07368, -1.20816], [-0.79009, -2.86615, -2.46576], [-1.64932, -3.09948, -3.08913], [0.23522, -4.76618, -2.69552], [0.31995, 0.55824, 0.05732], [0.82378, 2.02370, -2.21012], [0.82815, -0.81144, 1.58391], [0.23666, 0.24738, 2.31410], [-1.01340, -0.09805, 2.87329], [-1.25968, 0.08435, 4.22172], [-0.30152, 0.65797, 5.06337], [0.90329, 1.06661, 4.50651], [1.19295, 0.76966, 3.19716], [-1.68095, -0.66796, 2.22789], [-2.24693, -0.20623, 4.58530], [-0.47297, 0.77893, 6.12579], [1.67133, 1.61660, 5.06466], [2.20258, 0.80393, 2.80749]],
  "homo_ev": [-13.58, -15.18],
  "orbital_gap_ev": [5.44, 7.25],
  "relative_energy_kj_mol": 186.41,
  "charge": 2,
  "spin_multiplicity": 4
}

[3]
{
  "formula": "C41H31F15GeN6S3SrTe",
  "method": "the ωB97M-V functional and the def2-TZVPD basis",
  "species": ["Sr", "C", "C", "C", "C", "C", "C", "C", "C", "C", "S", "C", "N", "H", "H", "H", "H", "H", "H", "H", "H", "F", "C", "C", "C", "F", "C", "F", "C", "F", "C", "F", "Ge", "S", "C", "C", "F", "C", "F", "C", "F", "C", "F", "C", "F", "C", "C", "F", "C", "F", "C", "F", "C", "F", "C", "F", "S", "C", "N", "C", "C", "C", "C", "H", "H", "H", "H", "H", "C", "N", "C", "N", "C", "N", "C", "N", "C", "C", "H", "H", "H", "H", "H", "H", "H", "H", "H", "H", "H", "H", "C", "Te", "C", "H", "H", "H", "H", "H", "H"],
  "coordinates": [[0.30522, -0.30650, -1.53352], [2.92361, -0.84783, -3.78548], [2.05331, -2.05647, -3.98485], [2.55018, -3.18672, -4.66695], [1.74408, -4.27460, -4.80836], [0.42450, -4.25609, -4.31117], [-0.43359, -5.36788, -4.45410], [-1.70733, -5.28285, -3.97002], [-2.16139, -4.10453, -3.35550], [-1.36899, -2.98178, -3.18748], [-2.06502, -1.56014, -2.43113], [-0.01917, -3.07411, -3.66405], [0.83325, -2.01563, -3.49077], [3.78157, -0.86690, -4.45629], [3.30240, -0.80582, -2.75987], [2.36708, 0.07123, -3.97210], [3.55690, -3.17393, -5.06255], [2.09708, -5.16540, -5.31533], [-0.06829, -6.26125, -4.94454], [-2.38548, -6.12152, -4.06512], [-3.18283, -4.05349, -3.00066], [-3.48637, 3.30007, 3.90605], [-3.97994, 3.88694, 2.80294], [-3.41080, 3.60999, 1.57014], [-3.92895, 4.29782, 0.48733], [-3.41424, 4.14856, -0.74005], [-4.97877, 5.19247, 0.61257], [-5.44990, 5.84147, -0.45488], [-5.53390, 5.42450, 1.85777], [-6.54026, 6.28582, 1.99095], [-5.02905, 4.76992, 2.96878], [-5.54716, 5.00891, 4.17449], [-1.96864, 2.27044, 1.49154], [-1.51037, 1.56294, -0.48330], [-0.30644, 3.07310, 2.19719], [-0.14742, 4.40159, 2.54844], [-1.20159, 5.23463, 2.58122], [1.08703, 4.94421, 2.86875], [1.20138, 6.23251, 3.19961], [2.21175, 4.13986, 2.83878], [3.40533, 4.64755, 3.14240], [2.09324, 2.80316, 2.49565], [3.17319, 2.02224, 2.47281], [0.84543, 2.30210, 2.18646], [0.77154, 0.99335, 1.87676], [-2.57134, 0.78866, 2.63383], [-3.67509, 0.06242, 2.21763], [-4.33699, 0.43631, 1.11471], [-4.13798, -1.04751, 2.90177], [-5.19427, -1.73596, 2.46413], [-3.48094, -1.44954, 4.04980], [-3.88742, -2.53456, 4.70674], [-2.38820, -0.73586, 4.50734], [-1.74725, -1.13962, 5.60949], [-1.95372, 0.36876, 3.79894], [-0.88427, 1.02550, 4.28242], [2.30605, 2.08556, -1.41113], [1.58692, 3.48165, -2.08506], [0.29323, 3.77795, -1.83350], [-0.36105, 4.84867, -2.32606], [0.28640, 5.74665, -3.11968], [1.63921, 5.50265, -3.41061], [2.27565, 4.39724, -2.91131], [-0.25134, 3.09326, -1.27414], [-1.40412, 4.91982, -2.05072], [-0.23514, 6.60532, -3.51279], [2.18458, 6.19303, -4.04128], [3.31271, 4.19274, -3.13120], [0.24462, -3.60690, -0.19507], [0.01354, -4.60682, 0.83996], [1.12295, -4.56653, 1.79130], [1.27106, -3.24591, 2.40983], [1.48743, -2.27027, 1.35161], [0.37980, -2.23768, 0.36880], [-0.87621, -1.95000, 1.11608], [-1.12342, -2.92476, 2.17088], [-1.21629, -4.25154, 1.55444], [0.01602, -2.91537, 3.09069], [-0.59454, -3.61122, -0.88990], [1.16152, -3.85279, -0.73824], [2.04881, -4.81999, 1.26946], [0.94961, -5.30674, 2.57431], [2.40351, -2.53181, 0.81716], [1.60157, -1.27841, 1.79332], [-1.70190, -1.96000, 0.40057], [-0.79782, -0.95442, 1.55222], [-2.05033, -4.25802, 0.85053], [-1.40200, -4.99369, 2.33288], [-0.15852, -3.64245, 3.88567], [0.10780, -1.92258, 3.53732], [5.25817, -2.30866, -0.08740], [4.27912, -0.41355, 0.00066], [5.59741, 0.55448, -1.36418], [6.30386, -2.18969, 0.18317], [5.16974, -2.75035, -1.07638], [4.77637, -2.95387, 0.64544], [6.60475, 0.17831, -1.20234], [5.56111, 1.61716, -1.14217], [5.28450, 0.38897, -2.39250]],
  "homo_ev": -7.08,
  "orbital_gap_ev": 6.81,
  "relative_energy_kj_mol": 0.00
}

[4]
{
  "formula": "C48H53N5O2ReS",
  "method": "the ωB97M-V functional and the def2-TZVPD basis",
  "species": ["Re", "C", "C", "C", "C", "C", "C", "C", "N", "C", "C", "C", "C", "C", "C", "C", "C", "C", "C", "N", "C", "C", "C", "N", "C", "C", "C", "C", "C", "C", "C", "C", "C", "C", "C", "C", "C", "C", "N", "C", "C", "H", "H", "H", "H", "H", "H", "H", "H", "H", "H", "H", "H", "H", "H", "H", "H", "H", "H", "H", "H", "H", "H", "H", "H", "H", "H", "H", "H", "H", "H", "H", "H", "H", "H", "H", "H", "H", "H", "H", "H", "H", "H", "H", "H", "O", "C", "O", "C", "C", "C", "C", "C", "N", "H", "H", "H", "H", "S", "C", "C", "C", "C", "C", "C", "H", "H", "H", "H", "H"],
  "coordinates": [[-0.30921, -0.19423, -0.16103], [4.56751, 0.69877, -4.04550], [4.80423, 0.51112, -2.54335], [3.58324, 0.80069, -1.72459], [3.29448, 1.98285, -1.01844], [4.20735, 3.16095, -0.85367], [4.34844, 4.02114, -2.10889], [2.01885, 1.81262, -0.49195], [1.51802, 0.58019, -0.78923], [2.48409, -0.04089, -1.56487], [2.31994, -1.30758, -2.15558], [1.27128, -2.14476, -2.00280], [1.10304, -3.41523, -2.66300], [2.09358, -4.01562, -3.60685], [3.22631, -4.74183, -2.87655], [-0.06401, -3.94987, -2.22050], [-0.61033, -3.02588, -1.25258], [-1.73977, -3.27276, -0.48667], [-2.09959, -2.53394, 0.61232], [-1.51294, -1.35418, 0.99520], [-2.06849, -1.05179, 2.25482], [-1.70150, -0.01116, 3.02057], [-0.77214, 0.99896, 2.67434], [-0.15179, 1.08291, 1.43059], [0.54439, 2.27175, 1.44863], [1.22944, 2.81124, 0.25087], [0.38151, 2.92687, 2.64888], [-0.45330, 2.10509, 3.44461], [-0.90324, 2.36695, 4.84812], [-0.02965, 1.66242, 5.88903], [0.99508, 4.24259, 3.01724], [2.43144, 4.10203, 3.52504], [-3.07179, -2.04624, 2.59496], [-3.11174, -2.94024, 1.57870], [-3.92442, -4.18317, 1.37556], [-3.19044, -5.44865, 1.82603], [-3.83158, -1.93393, 3.88274], [-4.84562, -3.01941, 4.21965], [0.18023, -1.92210, -1.14451], [-0.67579, -5.26973, -2.56725], [-0.38424, -6.35473, -1.52766], [3.78811, 0.02499, -4.40387], [5.47692, 0.50310, -4.61539], [4.23714, 1.71521, -4.26220], [5.61231, 1.17238, -2.22190], [5.15418, -0.50762, -2.35344], [5.19596, 2.79666, -0.55777], [3.86457, 3.78141, -0.02207], [4.73551, 3.43382, -2.94262], [5.03445, 4.85185, -1.93626], [3.38549, 4.42777, -2.41560], [3.11622, -1.63797, -2.81109], [2.51122, -3.23507, -4.24691], [1.58039, -4.71237, -4.27207], [3.75371, -4.06306, -2.20549], [3.94702, -5.15257, -3.58398], [2.83464, -5.56214, -2.27461], [-2.28633, -4.18148, -0.68881], [-2.18366, 0.09371, 3.98402], [1.88225, 3.62531, 0.55672], [-1.94222, 2.04917, 4.97311], [-0.89519, 3.44312, 5.03603], [-0.05015, 0.58202, 5.73898], [-0.37102, 1.87642, 6.90297], [1.00880, 1.98463, 5.80417], [0.38476, 4.72935, 3.78144], [0.97496, 4.91018, 2.15137], [2.46922, 3.46828, 4.41194], [2.85897, 5.07237, 3.78106], [3.06553, 3.63760, 2.76729], [-4.17653, -4.26496, 0.31474], [-4.87340, -4.10478, 1.89941], [-2.21672, -5.53054, 1.34157], [-3.76703, -6.34308, 1.58767], [-3.01591, -5.43282, 2.90287], [-4.33665, -0.96194, 3.88205], [-3.09779, -1.87521, 4.69294], [-5.70707, -2.99335, 3.55244], [-5.21639, -2.87145, 5.23410], [-4.40505, -4.01476, 4.17107], [-0.30286, -5.59231, -3.54112], [-1.75685, -5.15279, -2.68185], [-0.76822, -6.07324, -0.54638], [0.69007, -6.51142, -1.42492], [-0.84177, -7.30278, -1.81205], [-2.80356, 1.86981, -2.51600], [-2.47313, 1.24959, -1.55356], [-1.34157, 0.49088, -1.58362], [-3.32374, 1.16579, -0.30772], [-3.30687, 2.18898, 0.62935], [-4.18136, 2.10049, 1.69920], [-5.03321, 1.01071, 1.77863], [-4.95651, 0.03773, 0.79311], [-4.11689, 0.10029, -0.23531], [-2.62604, 3.02169, 0.51664], [-4.19882, 2.87601, 2.45407], [-5.74530, 0.91106, 2.58696], [-5.59816, -0.83581, 0.82922], [-0.14036, 3.59092, -0.75034], [0.59413, 3.89189, -2.33472], [0.85864, 5.20200, -2.72199], [1.38485, 5.46464, -3.97824], [1.66506, 4.41709, -4.84408], [1.40782, 3.10888, -4.45593], [0.86657, 2.84229, -3.20778], [0.64421, 6.01042, -2.03495], [1.57913, 6.48620, -4.27772], [2.08281, 4.61977, -5.82160], [1.61891, 2.29000, -5.13183], [0.64096, 1.82577, -2.91179]],
  "homo_ev": [-6.49, -6.50],
  "orbital_gap_ev": [5.77, 5.40],
  "relative_energy_kj_mol": 128.57,
  "spin_multiplicity": 2
}

Listing DFT total energy for the structures above in their given order: -393.5839 -1262.8181 -6977.8020 -2761.7272 a.u..